Record 1
16
Properties=species:S:1:pos:R:3:forces:R:3 method="wB97M-V/def2-TZVPD" total_charge=0 energy_ha=-159.5795 smiles=CC.CC orbital_gap_ev=12.85
C 0.87808 -0.57589 1.46741 -0.88 -0.30 -0.22
C -0.51869 -0.62293 2.09837 0.28 0.07 0.64
H 0.85581 0.15026 0.65524 0.45 0.14 0.28
H 1.59626 -0.33406 2.24584 0.29 0.10 -0.25
H 1.13106 -1.53791 1.00825 0.07 0.10 0.19
H -1.32787 -0.62760 1.37432 -0.03 -0.18 -0.13
H -0.67110 0.24152 2.74925 -0.01 0.15 -0.19
H -0.60954 -1.47426 2.77667 -0.14 -0.14 -0.23
C 0.15811 1.25763 -1.56792 -0.49 -0.92 0.77
C -0.52448 -0.05213 -1.99463 0.00 0.66 -1.25
H 1.20742 1.05755 -1.35378 0.14 0.39 -0.37
H -0.01147 2.03858 -2.30334 0.29 0.07 -0.02
H -0.28197 1.57088 -0.61319 0.07 0.21 -0.19
H -0.24434 -0.29585 -3.02915 0.25 -0.10 0.24
H -1.59801 0.11814 -2.09141 -0.10 -0.30 0.48
H -0.27270 -0.91056 -1.38019 -0.20 0.05 0.24

=====

Record 2
16
Properties=species:S:1:pos:R:3:forces:R:3 method="wB97M-V/def2-TZVPD" total_charge=0 energy_ha=-3308.4204 smiles="O=[N+]([O-])[C@H]1C=C(Br)C=C[C@@H]1I" orbital_gap_ev=8.50
O -1.16185 -2.61442 0.61126 -0.03 -1.85 0.50
N -0.18134 -2.04217 0.96653 2.00 4.36 -1.23
O 0.99075 -2.35488 1.11502 -1.65 -1.24 0.26
C -0.37466 -0.40196 0.92813 -1.80 0.28 0.37
C 0.85395 0.39594 0.97349 0.77 -0.54 1.49
C 1.44954 0.86643 -0.09100 -0.18 0.98 -1.46
Br 2.99969 1.96295 0.09836 -0.32 -0.28 -0.19
C 0.80987 0.80090 -1.41665 -1.57 -0.74 1.13
C -0.47412 0.34658 -1.54384 1.26 0.41 -0.04
C -1.28235 -0.04332 -0.32735 -0.10 -1.59 -0.24
I -2.39467 1.79217 0.15078 0.02 -0.60 -0.04
H -0.79555 -0.10972 1.92906 -0.67 -0.95 -1.18
H 1.22840 0.66275 1.96143 0.11 -0.37 -0.24
H 1.31187 1.31786 -2.17888 0.59 0.08 -1.30
H -0.96744 0.33063 -2.54523 0.37 0.14 1.08
H -2.01210 -0.90974 -0.63110 1.20 1.91 1.09

=====

Record 3
47
Properties=species:S:1:pos:R:3:forces:R:3 method="wB97M-V/def2-TZVPD" total_charge=0 energy_ha=-1053.3816 smiles=CNC[C@@H](C)O.O.O.O.O.O.O.O.O.O.O orbital_gap_ev=8.95
C 0.90097 -1.44024 2.28626 0.35 0.35 1.11
N 1.77592 -1.53730 1.13981 -0.87 -0.07 0.47
C 1.13655 -1.07243 -0.08000 0.98 -0.84 -0.65
C 2.23101 -0.78548 -1.11144 -0.24 1.22 0.79
C 1.79544 -0.68838 -2.54475 0.06 -0.55 -0.12
O 2.70257 0.54907 -0.63855 -1.30 -0.66 -0.29
H 0.85008 -0.43063 2.70447 -0.15 0.36 -0.10
H -0.13145 -1.75651 2.17765 0.00 -0.20 -0.66
H 1.31143 -2.03489 3.08894 0.11 -0.37 0.32
H 2.65566 -1.12296 1.42102 -0.05 0.33 -0.61
H 0.51245 -0.16632 -0.06048 0.10 0.08 0.54
H 0.46891 -1.89065 -0.35143 0.16 0.21 -0.44
H 3.09579 -1.43211 -0.99043 -0.16 -0.45 -0.01
H 2.59211 -0.33513 -3.20111 0.03 0.21 0.16
H 0.90797 -0.06965 -2.65911 -0.07 0.05 0.01
H 1.57203 -1.70072 -2.87428 -0.31 -0.09 -0.11
H 3.62979 0.55797 -0.73162 1.78 0.23 -0.19
O -0.68511 3.03482 -2.93787 -1.60 0.36 -1.22
H -0.72019 2.17406 -3.39172 0.67 0.55 0.67
H 0.00433 3.13002 -2.27266 0.58 -0.92 0.05
O -1.80774 -0.91859 -1.06147 -0.35 -0.65 0.89
H -2.01058 -1.49161 -0.28038 0.24 0.78 -0.84
H -2.04718 -0.02327 -0.75731 0.17 -0.10 -0.52
O -0.44171 3.03287 1.60425 -0.74 0.51 -0.54
H 0.51758 2.98889 1.71733 0.03 0.41 -0.01
H -0.69313 3.90897 1.22621 0.79 -0.93 0.55
O -0.49467 -3.37355 -1.87280 0.34 0.65 -0.64
H -0.83909 -2.46432 -1.77404 -0.10 -0.59 -0.04
H -0.89194 -3.90609 -1.18890 -0.33 -0.11 0.55
O -3.74354 0.72590 2.53713 -0.14 0.31 -0.53
H -3.87960 1.32710 1.78752 -0.08 -0.34 0.07
H -3.19752 1.25354 3.11386 0.29 0.24 0.55
O -1.34945 -3.90587 1.17926 -0.34 0.83 -0.03
H -1.93576 -3.10982 1.30813 0.63 -1.03 -0.02
H -0.46253 -3.56001 1.34295 -0.07 -0.25 -0.07
O 1.09462 2.64648 -1.04375 0.54 0.22 -0.04
H 1.75129 1.98378 -1.32836 0.00 0.12 0.09
H 0.62264 2.16596 -0.36215 -0.44 -0.05 0.27
O -2.20893 1.80637 -0.96389 -0.40 0.21 -0.10
H -2.02231 2.40908 -1.71519 0.20 -0.30 0.19
H -1.90560 2.27730 -0.18884 0.23 0.18 0.34
O -2.77001 -1.62192 1.45736 0.56 -0.32 0.20
H -2.56378 -0.95103 2.12771 -0.69 0.00 -0.39
H -3.65993 -1.49304 1.12994 -0.29 0.32 0.30
O 2.96935 2.52582 1.36421 -0.75 0.02 -0.56
H 2.62277 1.66439 1.04928 0.41 0.48 0.10
H 2.74052 3.12016 0.61924 0.22 -0.43 0.50

=====

Record 4
8
Properties=species:S:1:pos:R:3:forces:R:3 method="wB97M-V/def2-TZVPD" total_charge=0 energy_ha=-929.0126 s2=2.0089 spin_multiplicity=3 orbital_gap_ev="9.03 / 6.55"
C 0.26597 -0.61221 0.39303 -5.07 -0.83 1.47
C -0.87094 0.26718 -0.27975 2.04 0.18 3.03
N 1.45867 -0.47217 0.32043 3.81 0.35 -0.58
S -0.84261 2.05442 -0.13530 0.32 -0.22 0.21
S 2.76045 0.18769 -0.27439 -0.04 0.22 -0.04
H -0.10176 -1.44916 1.12619 0.33 1.45 -1.39
H -0.90113 0.11279 -1.28430 -0.01 -0.75 -3.11
H -1.76864 -0.08854 0.13408 -1.39 -0.40 0.42